1.
C5H12O | the ωB97M-V functional and the def2-TZVPD basis

Geometry as XYZ:
```
18
Properties=species:S:1:pos:R:3:lowdin_charge:R:1
C -0.546 -1.585 -0.804 0.01
C 0.126 -0.831 0.062 -0.42
C -0.276 -0.705 1.505 -0.05
C 1.425 -0.184 -0.362 -0.24
O 1.769 0.965 0.394 -0.08
H -0.261 -1.638 -1.852 0.07
H -1.453 -2.103 -0.504 0.07
H -1.339 -0.926 1.648 0.09
H 0.314 -1.446 2.050 0.09
H -0.065 0.280 1.937 0.08
H 2.168 -0.973 -0.197 0.13
H 1.395 0.055 -1.436 0.13
H 2.659 1.221 0.117 0.10
C -1.192 1.591 -0.506 -0.03
H -1.179 1.960 -1.532 0.03
H -0.306 1.954 0.019 0.02
H -2.103 1.849 0.032 0.03
H -1.138 0.515 -0.570 -0.03
```

## Properties
Energy relative to the best compared isomer or geometry (same formula, charge and spin) in kJ/mol: 161.09
Total charge: 0
HOMO-LUMO gap in Eh: 0.3575
HOMO level in eV: -8.95
Lowest unoccupied orbital energy in Ha: 0.02841
Multiplicity: 1
E in hartree: -272.8873

2.
C5H12O | the ωB97M-V functional and the def2-TZVPD basis

Geometry as XYZ:
```
18
Properties=species:S:1:pos:R:3:lowdin_charge:R:1
C -2.564 -0.075 0.223 -0.11
C -1.290 -0.080 -0.611 -0.22
C -0.033 0.225 0.234 -0.42
O -0.004 -0.476 1.470 -0.05
C 1.257 -0.017 -0.557 -0.22
C 2.580 0.360 0.117 -0.10
H -3.427 -0.382 -0.378 0.07
H -2.452 -0.761 1.065 0.07
H -2.765 0.924 0.625 0.08
H -1.197 -1.048 -1.126 0.11
H -1.387 0.676 -1.403 0.11
H -0.117 1.278 0.537 0.15
H 0.147 -1.418 1.277 0.10
H 1.290 -1.090 -0.803 0.11
H 1.168 0.518 -1.509 0.11
H 3.419 0.116 -0.548 0.07
H 2.635 1.433 0.331 0.07
H 2.740 -0.181 1.056 0.07
```

## Properties
Energy relative to the best compared isomer or geometry (same formula, charge and spin) in kJ/mol: 18.53
Total charge: 0
HOMO-LUMO gap in Eh: 0.4131
HOMO level in eV: -10.19
Lowest unoccupied orbital energy in Ha: 0.03877
Multiplicity: 1
E in hartree: -272.9416

3.
C5H12O | the ωB97M-V functional and the def2-TZVPD basis

Geometry as XYZ:
```
18
Properties=species:S:1:pos:R:3:lowdin_charge:R:1
C -1.756 -2.859 1.099 -0.06
C -0.306 -3.241 0.855 -0.33
O 0.395 -2.504 0.217 0.04
H -2.096 -2.710 0.069 0.08
H -1.685 -2.004 1.783 0.09
H -2.407 -3.658 1.508 0.08
H 0.036 -4.173 1.328 0.11
C -0.297 3.493 -1.065 -0.16
C 1.071 2.877 -0.993 -0.33
C 1.073 1.642 -0.090 -0.13
H -1.178 2.835 -1.089 0.07
H -0.382 4.347 -1.745 0.07
H -0.656 3.847 -0.056 0.08
H 1.733 3.595 -0.502 0.10
H 1.407 2.704 -2.025 0.10
H 2.035 1.264 0.245 0.06
H 0.294 1.769 0.676 0.07
H 0.712 0.765 -0.654 0.07
```

## Properties
Energy relative to the best compared isomer or geometry (same formula, charge and spin) in kJ/mol: 138.68
Total charge: 0
HOMO-LUMO gap in Eh: 0.4038
HOMO level in eV: -9.96
Lowest unoccupied orbital energy in Ha: 0.03783
Multiplicity: 1
E in hartree: -272.8958

4.
C5H12O | the ωB97M-V functional and the def2-TZVPD basis

Geometry as XYZ:
```
18
Properties=species:S:1:pos:R:3:lowdin_charge:R:1
C -2.555 0.362 -0.432 -0.13
C -1.037 0.302 -0.614 -0.33
C -0.265 0.253 0.699 -0.17
C 1.549 -1.474 0.563 -0.04
O 2.495 -0.589 0.638 -0.16
C 2.334 0.535 -0.113 -0.12
H -2.919 -0.521 0.107 0.07
H -3.078 0.407 -1.395 0.07
H -2.847 1.246 0.147 0.07
H -0.710 1.172 -1.201 0.10
H -0.789 -0.578 -1.225 0.09
H -0.456 1.163 1.284 0.08
H -0.613 -0.576 1.322 0.06
H 1.588 -2.251 1.319 0.09
H 1.073 -1.658 -0.397 0.09
H 3.112 1.261 0.101 0.08
H 0.965 0.604 0.372 0.05
H 2.156 0.342 -1.175 0.09
```

## Properties
Energy relative to the best compared isomer or geometry (same formula, charge and spin) in kJ/mol: 483.50
Total charge: 0
HOMO-LUMO gap in Eh: 0.2992
HOMO level in eV: -7.58
Lowest unoccupied orbital energy in Ha: 0.02079
Multiplicity: 1
E in hartree: -272.7645

5.
C5H12O | the ωB97M-V functional and the def2-TZVPD basis

Geometry as XYZ:
```
18
Properties=species:S:1:pos:R:3:lowdin_charge:R:1
C 1.727 -1.279 -0.142 -0.09
C 0.883 -0.016 0.074 -0.47
C 0.905 0.392 1.549 -0.09
C -0.545 -0.199 -0.413 -0.24
C -0.857 -0.061 -1.787 -0.04
O -1.750 1.540 -1.574 -0.15
H 1.752 -1.560 -1.202 0.07
H 1.299 -2.122 0.414 0.08
H 2.760 -1.142 0.199 0.07
H 1.341 0.800 -0.509 0.13
H 0.424 -0.379 2.165 0.08
H 0.361 1.330 1.707 0.07
H 1.930 0.519 1.916 0.07
H -1.138 -0.932 0.140 0.11
H -1.300 1.046 -0.555 0.13
H -1.692 -0.596 -2.230 0.10
H -0.093 0.248 -2.501 0.10
H -1.180 2.279 -1.849 0.06
```

## Properties
Energy relative to the best compared isomer or geometry (same formula, charge and spin) in kJ/mol: 316.13
Total charge: 0
HOMO-LUMO gap in Eh: 0.3374
HOMO level in eV: -8.21
Lowest unoccupied orbital energy in Ha: 0.03565
Multiplicity: 1
E in hartree: -272.8283

6.
C5H12O | the ωB97M-V functional and the def2-TZVPD basis

Geometry as XYZ:
```
18
Properties=species:S:1:pos:R:3:lowdin_charge:R:1
C 1.985 -0.566 -0.338 -0.10
O 1.127 -0.107 0.575 -0.19
C -0.260 0.050 0.209 -0.58
C -0.506 0.954 -1.052 -0.03
C -0.778 -1.373 -0.002 -0.05
C -0.958 0.640 1.461 -0.03
H 2.999 1.360 -0.330 0.11
H 1.902 -0.228 -1.363 0.02
H 2.553 -1.479 -0.165 0.07
H -0.032 0.731 -2.036 0.08
H -1.576 0.900 -1.271 0.08
H -0.250 2.003 -0.858 0.08
H -0.335 -1.785 -0.915 0.09
H -0.563 -2.031 0.856 0.10
H -1.858 -1.364 -0.134 0.08
H -0.875 0.000 2.357 0.09
H -0.565 1.623 1.736 0.09
H -2.028 0.741 1.249 0.09
```

## Properties
Energy relative to the best compared isomer or geometry (same formula, charge and spin) in kJ/mol: 463.43
Total charge: 0
HOMO-LUMO gap (alpha / beta) in Eh: 0.3556 / 0.2894
HOMO level (alpha / beta) in eV: -9.08 / -7.77
Lowest unoccupied orbital energy (alpha / beta) in Ha: 0.02187 / 0.00401
Multiplicity: 1
E in hartree: -272.7721

7.
C5H12O | the ωB97M-V functional and the def2-TZVPD basis

Geometry as XYZ:
```
18
Properties=species:S:1:pos:R:3:lowdin_charge:R:1
C 1.972 0.421 1.733 -0.12
C 2.611 0.126 0.364 -0.30
C 1.910 -0.994 -0.404 -0.13
H 2.233 -0.383 2.422 0.08
H 2.277 1.389 2.126 0.07
H 0.880 0.422 1.736 0.05
H 2.718 1.020 -0.246 0.10
H 3.586 -0.299 0.602 0.10
H 2.519 -1.319 -1.249 0.07
H 0.939 -0.682 -0.814 0.04
H 1.739 -1.892 0.190 0.08
C -1.928 0.307 -1.808 0.30
C -2.422 0.613 -0.523 -0.05
O -2.553 -0.293 0.429 0.13
H -1.816 1.188 -2.432 0.12
H -1.388 -0.631 -1.906 0.12
H -2.613 1.651 -0.247 0.16
H -3.451 -0.667 0.316 0.18
```

## Properties
Energy relative to the best compared isomer or geometry (same formula, charge and spin) in kJ/mol: 222.22
Total charge: +1
HOMO-LUMO gap (alpha / beta) in Eh: 0.3017 / 0.1708
HOMO level (alpha / beta) in eV: -14.21 / -14.21
Lowest unoccupied orbital energy (alpha / beta) in Ha: -0.22061 / -0.35129
Multiplicity: 2
E in hartree: -272.5326

8.
C5H12O2 | the ωB97M-V functional and the def2-TZVPD basis

Geometry as XYZ:
```
19
Properties=species:S:1:pos:R:3:lowdin_charge:R:1
O 0.497 1.190 1.735 -0.24
C 0.816 0.627 0.622 -0.44
C 0.540 -0.857 0.299 -0.23
C -0.761 -1.150 -0.435 -0.46
C -0.474 -1.209 -1.944 -0.13
C -1.480 -2.439 -0.035 -0.10
H 1.571 1.096 -0.027 0.05
H 1.435 -1.106 -0.292 0.09
H 0.625 -1.353 1.280 0.09
H -1.435 -0.288 -0.396 0.12
H -1.331 -1.498 -2.546 0.06
H 0.383 -1.879 -2.103 0.07
H -0.093 -0.223 -2.231 0.06
H -1.397 -2.687 1.022 0.06
H -2.536 -2.383 -0.296 0.06
H -1.034 -3.268 -0.593 0.06
H 0.816 3.117 0.923 0.00
H 0.117 3.319 -0.414 0.00
O 0.853 3.643 0.104 -0.12
```

## Properties
Energy relative to the best compared isomer or geometry (same formula, charge and spin) in kJ/mol: 1.18
Total charge: -1
HOMO-LUMO gap (alpha / beta) in Eh: 0.1442 / 0.2713
HOMO level (alpha / beta) in eV: -0.01 / -3.52
Lowest unoccupied orbital energy (alpha / beta) in Ha: 0.14385 / 0.14201
Multiplicity: 2
E in hartree: -348.1466

9.
C5H12O2 | the ωB97M-V functional and the def2-TZVPD basis

Geometry as XYZ:
```
19
Properties=species:S:1:pos:R:3:lowdin_charge:R:1
C 2.631 0.378 -0.984 -0.10
O 1.336 0.531 -0.901 -0.13
C 0.529 -0.141 -0.119 -0.19
C -0.943 0.090 -0.229 -0.34
C -1.687 -1.245 -0.157 -0.07
C -1.439 1.035 0.873 -0.25
O -0.893 2.329 0.764 -0.05
H 3.177 -0.042 -0.147 0.07
H 2.137 -1.581 -1.405 0.06
H 3.094 1.047 -1.705 0.07
H 1.460 -1.850 -1.142 0.08
H 0.977 -0.665 0.722 0.13
H -1.147 0.574 -1.191 0.15
H -2.769 -1.091 -0.224 0.08
H -1.473 -1.760 0.789 0.08
H -1.377 -1.905 -0.974 0.08
H -2.524 1.154 0.799 0.12
H -1.217 0.582 1.856 0.13
H 0.064 2.229 0.685 0.08
```

## Properties
Energy relative to the best compared isomer or geometry (same formula, charge and spin) in kJ/mol: 484.37
Total charge: 0
HOMO-LUMO gap (alpha / beta) in Eh: 0.3002 / 0.2953
HOMO level (alpha / beta) in eV: -7.59 / -7.47
Lowest unoccupied orbital energy (alpha / beta) in Ha: 0.02132 / 0.02069
Multiplicity: 1
E in hartree: -348.0203

10.
C5H12O2 | the ωB97M-V functional and the def2-TZVPD basis

Geometry as XYZ:
```
19
Properties=species:S:1:pos:R:3:lowdin_charge:R:1
C 2.351 0.359 -1.510 -0.18
O 1.300 0.375 -0.581 -0.32
C 0.446 -0.760 0.908 0.12
C -0.790 -0.311 0.423 -0.41
C -1.836 -1.287 -0.077 -0.06
C -1.285 1.020 0.986 -0.24
O -0.217 1.891 1.276 -0.07
H 2.404 -0.590 -2.066 0.07
H 2.236 1.175 -2.236 0.08
H 3.314 0.508 -1.002 0.07
H 0.807 -1.756 0.666 0.11
H 1.008 -0.198 1.643 0.10
H -0.004 0.076 -0.563 0.17
H -2.487 -0.818 -0.822 0.08
H -2.476 -1.633 0.745 0.08
H -1.378 -2.169 -0.538 0.08
H -1.992 1.465 0.266 0.12
H -1.836 0.869 1.923 0.13
H 0.437 1.785 0.560 0.07
```

## Properties
Energy relative to the best compared isomer or geometry (same formula, charge and spin) in kJ/mol: 416.72
Total charge: 0
HOMO-LUMO gap in Eh: 0.3416
HOMO level in eV: -8.94
Lowest unoccupied orbital energy in Ha: 0.01302
Multiplicity: 1
E in hartree: -348.0461

11.
C5H12O2 | the ωB97M-V functional and the def2-TZVPD basis

Geometry as XYZ:
```
19
Properties=species:S:1:pos:R:3:lowdin_charge:R:1
C -1.870 -1.259 -1.475 -0.11
C -1.139 -0.969 -0.170 -0.21
C 0.031 -0.006 -0.371 -0.38
O -0.358 1.181 -1.029 -0.02
C 0.736 0.340 0.958 -0.39
C 2.207 0.662 0.748 -0.04
O 0.010 1.443 1.497 -0.04
H -2.296 -0.339 -1.883 0.07
H -1.180 -1.663 -2.226 0.08
H -2.676 -1.987 -1.332 0.07
H -1.828 -0.550 0.575 0.12
H -0.740 -1.901 0.257 0.11
H 0.761 -0.488 -1.036 0.15
H -0.670 1.771 -0.324 0.09
H 0.644 -0.515 1.644 0.14
H 2.322 1.412 -0.041 0.09
H 2.677 1.032 1.668 0.08
H 2.742 -0.245 0.448 0.09
H 0.545 1.865 2.180 0.10
```

## Properties
Energy relative to the best compared isomer or geometry (same formula, charge and spin) in kJ/mol: 56.78
Total charge: 0
HOMO-LUMO gap in Eh: 0.3947
HOMO level in eV: -9.94
Lowest unoccupied orbital energy in Ha: 0.02942
Multiplicity: 1
E in hartree: -348.1832

12.
C5H12O2 | the ωB97M-V functional and the def2-TZVPD basis

Geometry as XYZ:
```
19
Properties=species:S:1:pos:R:3:lowdin_charge:R:1
C -0.957 1.386 -1.960 -0.10
C -1.180 1.235 -0.472 -0.27
C -1.710 -0.160 -0.135 -0.20
C -0.706 -1.328 -0.263 -0.13
C 0.714 -0.928 -0.657 -0.27
O 1.541 -0.510 0.104 0.06
H -1.880 1.603 -2.497 0.08
H -0.611 0.451 -2.390 0.06
H -0.240 2.164 -2.210 0.08
H -0.262 1.457 0.080 0.10
H -1.919 1.933 -0.077 0.11
H -2.062 -0.224 0.894 0.11
H -2.624 -0.269 -0.684 0.10
H -0.578 -1.786 0.707 0.11
H -0.936 -2.118 -0.966 0.11
H 0.929 -1.054 -1.731 0.12
O 1.981 -0.030 2.830 -0.08
H 2.597 0.605 3.223 0.03
H 1.765 0.395 1.989 0.00
```

## Properties
Energy relative to the best compared isomer or geometry (same formula, charge and spin) in kJ/mol: 117.79
Total charge: 0
HOMO-LUMO gap in Eh: 0.3989
HOMO level in eV: -9.89
Lowest unoccupied orbital energy in Ha: 0.03525
Multiplicity: 1
E in hartree: -348.1600

13.
C5H12O2 | the ωB97M-V functional and the def2-TZVPD basis

Geometry as XYZ:
```
19
Properties=species:S:1:pos:R:3:lowdin_charge:R:1
C 2.676 -0.523 0.540 -0.11
C 1.568 0.155 -0.255 -0.23
C 0.184 -0.419 0.044 -0.42
O -0.150 -0.252 1.413 -0.03
C -0.865 0.191 -0.894 -0.14
C -2.290 0.059 -0.380 -0.25
O -2.458 1.054 0.622 -0.07
H 3.642 -0.038 0.371 0.07
H 2.448 -0.482 1.609 0.07
H 2.774 -1.577 0.257 0.07
H 1.765 0.073 -1.334 0.11
H 1.538 1.228 -0.018 0.12
H 0.212 -1.508 -0.129 0.15
H -0.769 0.493 1.488 0.07
H -0.772 -0.269 -1.884 0.12
H -0.673 1.264 -1.022 0.12
H -2.452 -0.939 0.046 0.12
H -3.010 0.207 -1.191 0.12
H -3.370 1.285 0.719 0.08
```

## Properties
Energy relative to the best compared isomer or geometry (same formula, charge and spin) in kJ/mol: 72.83
Total charge: 0
HOMO-LUMO gap in Eh: 0.3905
HOMO level in eV: -9.84
Lowest unoccupied orbital energy in Ha: 0.02896
Multiplicity: 1
E in hartree: -348.1771